[1]
{"formula": "C30H43BrNO37PS8", "method": "wB97M-V/def2-TZVPD", "orbital_gap_ev": 7.26, "e_above_lowest_kj_mol": 434.5, "smiles": "C#Cc1c(C=C)c(P(O)Br)c(COO)c2c1C(=O)N(C)C2=O.O=S1(=O)OCCO1.O=S1(=O)OCCO1.O=S1(=O)OCCO1.O=S1(=O)OCCO1.O=S1(=O)OCCO1.O=S1(=O)OCCO1.O=S1(=O)OCCO1.O=S1(=O)OCCO1", "e_lumo_ev": -0.921, "largest_force_ev_per_a": 3.76, "elements": ["C", "C", "C", "C", "C", "C", "C", "P", "O", "Br", "C", "C", "O", "O", "C", "C", "C", "O", "N", "C", "C", "O", "H", "H", "H", "H", "H", "H", "H", "H", "H", "H", "H", "O", "S", "O", "O", "C", "C", "O", "H", "H", "H", "H", "O", "S", "O", "O", "C", "C", "O", "H", "H", "H", "H", "O", "S", "O", "O", "C", "C", "O", "H", "H", "H", "H", "O", "S", "O", "O", "C", "C", "O", "H", "H", "H", "H", "O", "S", "O", "O", "C", "C", "O", "H", "H", "H", "H", "O", "S", "O", "O", "C", "C", "O", "H", "H", "H", "H", "O", "S", "O", "O", "C", "C", "O", "H", "H", "H", "H", "O", "S", "O", "O", "C", "C", "O", "H", "H", "H", "H"], "positions_angstrom": [[0.2329, -0.2758, 0.2706], [0.7220, 0.2809, -0.7071], [1.4461, 1.3428, -1.5638], [2.9532, 1.3693, -1.7145], [3.7472, 0.2249, -0.9631], [3.7599, -1.0240, -1.5982], [3.6974, 2.4341, -2.5259], [5.5717, 2.4407, -2.6268], [6.0598, 0.9452, -3.3026], [6.3925, 2.3543, -0.4994], [2.8976, 3.4942, -3.2272], [3.4773, 4.6920, -4.0724], [4.6549, 4.3725, -4.8422], [5.6294, 5.2523, -4.4095], [1.3807, 3.4462, -3.0889], [0.6569, 2.3953, -2.2761], [-0.8919, 2.6934, -2.3607], [-1.8248, 2.2731, -1.7177], [-0.9321, 3.6177, -3.5102], [-1.2560, 2.6819, -4.6373], [0.2892, 4.4147, -3.6967], [0.3710, 5.5214, -4.1753], [-0.3410, -0.7357, 1.1432], [4.2721, 0.4005, 0.0252], [4.7165, -1.6251, -1.6895], [2.7850, -1.4595, -1.9692], [6.6284, 1.1045, -4.0804], [3.5867, 5.5963, -3.4001], [2.6657, 4.9711, -4.8279], [5.7596, 5.1312, -3.4352], [-2.0992, 3.0642, -5.2964], [-0.3708, 2.4159, -5.2899], [-1.6321, 1.7077, -4.1835], [4.9707, 5.3488, -0.9370], [5.4367, 6.3767, -0.0638], [6.1383, 7.5234, -0.5306], [6.3002, 5.6827, 1.1131], [5.7258, 5.9997, 2.3822], [4.2467, 6.2048, 2.1096], [4.1946, 6.8710, 0.8463], [6.1922, 6.9186, 2.7475], [5.9063, 5.1947, 3.0940], [3.7602, 6.8015, 2.8798], [3.7269, 5.2480, 2.0090], [0.3269, -4.6380, -3.9517], [0.8452, -3.3176, -3.7993], [1.7328, -2.9564, -2.7487], [-0.3970, -2.2840, -3.8051], [-0.2344, -1.3421, -4.8669], [0.5609, -2.0758, -5.9320], [1.5040, -2.8663, -5.2067], [0.3212, -0.4833, -4.4787], [-1.2053, -1.0093, -5.2331], [1.0712, -1.3959, -6.6128], [-0.0777, -2.7530, -6.5060], [-2.7737, -2.0289, 4.4566], [-2.3436, -0.8807, 3.7255], [-0.9923, -0.4258, 3.7263], [-3.3061, 0.3557, 4.1153], [-3.9424, 0.8607, 2.9344], [-4.0420, -0.3259, 1.9961], [-2.8222, -1.0493, 2.1896], [-3.3063, 1.6449, 2.5142], [-4.9151, 1.2765, 3.1761], [-4.1516, -0.0256, 0.9558], [-4.8718, -0.9814, 2.2738], [3.6961, -9.0395, -0.1951], [4.1659, -7.9594, -0.9980], [5.5303, -7.5451, -1.0093], [3.2369, -6.6701, -0.7029], [2.6292, -6.2291, -1.9210], [2.5026, -7.4718, -2.7798], [3.6979, -8.2167, -2.5257], [3.2922, -5.4944, -2.3859], [1.6636, -5.7683, -1.7196], [2.4112, -7.2377, -3.8392], [1.6508, -8.0825, -2.4684], [-6.2973, 1.4980, 1.5940], [-6.5460, 2.6768, 0.8230], [-6.1376, 2.8072, -0.5325], [-5.9950, 3.9472, 1.6575], [-7.0635, 4.8690, 1.8915], [-8.3196, 4.0189, 1.9281], [-8.1212, 3.0231, 0.9196], [-7.0891, 5.5789, 1.0607], [-6.9043, 5.4095, 2.8238], [-9.2196, 4.5975, 1.7257], [-8.4242, 3.5096, 2.8896], [-0.0372, -5.3453, -0.1227], [0.4423, -4.3010, 0.7246], [1.1565, -3.1741, 0.2319], [1.3010, -4.9748, 1.9194], [0.7301, -4.6191, 3.1819], [-0.7473, -4.4056, 2.9057], [-0.7937, -3.7713, 1.6259], [1.2064, -3.6958, 3.5233], [0.9029, -5.4075, 3.9139], [-1.2269, -3.7841, 3.6614], [-1.2774, -5.3592, 2.8300], [3.9710, -1.4902, 3.1795], [5.3034, -1.7946, 2.7735], [6.3758, -0.8643, 2.8894], [5.2551, -2.3443, 1.2539], [5.8135, -3.6593, 1.1999], [5.5562, -4.2584, 2.5701], [5.7484, -3.1782, 3.4863], [6.8849, -3.5665, 1.0031], [5.3480, -4.2387, 0.4027], [6.2320, -5.0815, 2.7979], [4.5217, -4.6012, 2.6635], [-11.1587, 1.9435, 6.5186], [-10.3765, 1.7656, 5.3428], [-9.4980, 2.7705, 4.8417], [-11.3594, 1.2951, 4.1472], [-10.9238, 0.0337, 3.6352], [-10.2398, -0.6554, 4.8023], [-9.5430, 0.3870, 5.4875], [-10.2203, 0.2214, 2.8194], [-11.7713, -0.5375, 3.2577], [-9.5488, -1.4328, 4.4794], [-10.9714, -1.0838, 5.4929]], "mulliken_charge": [0.4420, -1.0480, 1.0354, 0.5066, -1.2106, -0.0585, 0.7659, 0.2699, -0.4583, -0.2598, 0.4219, -0.6742, -0.2105, -0.3912, -0.3517, 0.3418, -0.0918, -0.5531, -0.0627, -0.8112, 0.1875, -0.5368, 0.0108, 0.1983, 0.3164, 0.0055, 0.3216, 0.2882, 0.4082, 0.3464, 0.3012, 0.2780, 0.2903, -0.1153, 0.9161, -0.6018, -0.2990, -0.3517, -0.3023, -0.3302, 0.2851, 0.3303, 0.3237, 0.2618, -0.6859, 1.0765, -0.3937, -0.3277, -0.0239, -0.4908, -0.3654, 0.0454, 0.3544, 0.3381, 0.3110, -0.6057, 1.1793, -0.5608, -0.3386, -0.2617, -0.3097, -0.3058, 0.2081, 0.2977, 0.4133, 0.2596, -0.5573, 1.0842, -0.5728, -0.1916, 0.3250, -0.4071, -0.3504, 0.1083, -0.1250, 0.2846, 0.3709, -0.5160, 1.1097, -0.5706, -0.3126, -0.3716, -0.1622, -0.3093, 0.3008, 0.3261, 0.3340, 0.1747, -0.6713, 1.0948, -0.2333, -0.2669, -0.4193, -0.2622, -0.2924, 0.2838, 0.3683, 0.2104, 0.2798, -0.4846, 1.0700, -0.5711, -0.1700, -0.2489, -0.1570, -0.3465, 0.2555, 0.2488, 0.3356, 0.0884, -0.5467, 1.0624, -0.4991, -0.3048, -0.2424, -0.3244, -0.2963, 0.2052, 0.3057, 0.3190, 0.2898]}



[2]
{"formula": "C30H43MnN11O2PS", "method": "wB97M-V/def2-TZVPD", "orbital_gap_ev": [6.76, 6.81], "e_above_lowest_kj_mol": 46.3, "spin_multiplicity": 6, "e_lumo_ev": [-3.203, -3.229], "total_charge": 1, "largest_force_ev_per_a": 2.24, "elements": ["Mn", "S", "N", "C", "C", "C", "C", "C", "N", "C", "C", "N", "C", "C", "C", "C", "C", "N", "H", "H", "H", "H", "H", "H", "C", "N", "C", "C", "C", "N", "C", "C", "H", "H", "H", "H", "H", "H", "H", "H", "H", "H", "H", "H", "H", "H", "H", "H", "C", "P", "C", "C", "O", "H", "H", "H", "H", "H", "H", "H", "H", "H", "C", "N", "C", "C", "O", "N", "C", "C", "H", "H", "H", "H", "H", "H", "H", "H", "H", "H", "H", "H", "N", "C", "C", "C", "N", "C", "N"], "positions_angstrom": [[-0.5199, -0.1144, 0.2589], [-2.4941, 7.3166, 0.3257], [-1.0606, 6.5713, 0.0819], [-1.2234, 5.3172, 0.3389], [-0.1513, 4.3106, 0.1764], [1.1895, 4.6051, -0.0759], [2.1036, 3.5904, -0.0264], [1.6544, 2.2472, 0.1117], [0.3705, 1.9604, 0.2906], [-0.4977, 2.9785, 0.4028], [-1.8479, 2.5692, 0.8092], [-2.1042, 1.2842, 1.0069], [-3.2962, 0.9060, 1.4579], [-4.3043, 1.7929, 1.7513], [-4.1316, 3.0999, 1.4167], [-2.8799, 3.5361, 0.9716], [-2.5476, 4.9527, 0.6742], [-3.3816, 5.9649, 0.6456], [1.5340, 5.6503, -0.2195], [3.1744, 3.7120, -0.0663], [2.3163, 1.4262, 0.1244], [-3.3986, -0.1762, 1.6228], [-5.2482, 1.4121, 2.1088], [-4.9271, 3.8357, 1.5760], [-0.6953, -0.9032, 3.5278], [0.3431, -0.3416, 2.5903], [0.7999, 0.9778, 3.0605], [1.5073, -1.2428, 2.4384], [1.2175, -2.3546, 1.4789], [1.0169, -1.8464, 0.1331], [2.2793, -1.3060, -0.4110], [0.5811, -2.9935, -0.6808], [-0.2554, -1.0369, 4.5032], [-1.0795, -1.8495, 3.2021], [-1.5312, -0.2435, 3.6662], [1.0444, 1.0549, 4.1244], [-0.0122, 1.6722, 2.8416], [1.6746, 1.2528, 2.4438], [1.8354, -1.6450, 3.4232], [2.3608, -0.6887, 2.0924], [0.3015, -2.8422, 1.7885], [2.0494, -3.0768, 1.5026], [3.0664, -2.0669, -0.3353], [2.6246, -0.4149, 0.1125], [2.1425, -1.0286, -1.4693], [1.3702, -3.6924, -0.8022], [0.2877, -2.6576, -1.6298], [-0.3433, -3.4658, -0.2448], [6.9266, 1.2266, 1.5896], [5.7670, 0.4556, 0.4904], [6.0933, -1.3346, 0.5086], [6.2314, 1.0149, -1.1211], [4.3317, 0.8330, 0.8180], [8.0000, 0.8875, 1.4179], [6.7468, 1.0144, 2.6195], [6.9049, 2.3074, 1.4291], [7.1682, -1.5248, 0.3444], [5.5803, -1.8368, -0.2908], [5.8688, -1.8541, 1.4254], [7.2899, 0.8919, -1.3030], [5.9862, 2.0307, -1.1510], [5.6416, 0.5153, -1.8865], [-3.9766, -3.9120, -2.0001], [-3.6675, -3.1194, -0.7837], [-3.0790, -3.9739, 0.2457], [-3.2291, -1.8288, -0.9597], [-2.2422, -1.3891, -0.3343], [-3.9206, -1.0025, -1.8006], [-5.2294, -1.2055, -2.4093], [-3.3584, 0.2550, -2.2482], [-3.2799, -4.7345, -2.0828], [-3.8661, -3.2581, -2.8396], [-5.0114, -4.2874, -1.9544], [-3.7717, -4.7792, 0.4887], [-2.9552, -3.4677, 1.1812], [-2.1268, -4.4209, -0.0199], [-5.8229, -1.9444, -1.9124], [-5.1295, -1.4191, -3.4673], [-5.7950, -0.2520, -2.2620], [-2.3107, 0.3332, -1.8999], [-3.9562, 1.0833, -1.9276], [-3.4169, 0.2904, -3.3222], [0.0424, 0.0171, -1.9110], [-0.2004, -0.6061, -2.8648], [-0.4797, -1.3579, -3.9848], [0.5729, -2.0172, -4.6758], [1.4792, -2.5201, -5.1531], [-1.8061, -1.5322, -4.4116], [-2.9142, -1.5872, -4.7013]], "lowdin_spin": [4.6984, -0.0003, 0.0000, 0.0001, 0.0009, 0.0021, 0.0010, 0.0069, 0.0339, 0.0055, 0.0062, 0.0290, 0.0071, 0.0006, 0.0033, 0.0002, 0.0001, -0.0003, 0.0001, 0.0001, 0.0008, 0.0008, 0.0001, 0.0002, 0.0034, 0.0353, 0.0024, 0.0022, 0.0040, 0.0294, 0.0047, 0.0032, 0.0008, 0.0003, 0.0002, 0.0007, 0.0003, 0.0001, 0.0006, 0.0001, 0.0004, 0.0009, 0.0010, 0.0009, 0.0001, 0.0008, 0.0002, 0.0000, 0.0000, 0.0000, 0.0001, 0.0000, 0.0001, 0.0000, 0.0000, 0.0000, 0.0000, 0.0001, 0.0000, 0.0000, 0.0000, 0.0000, 0.0004, 0.0018, 0.0000, 0.0061, 0.0418, 0.0027, 0.0004, 0.0010, 0.0000, 0.0000, 0.0001, 0.0000, -0.0001, 0.0000, 0.0000, 0.0001, 0.0001, 0.0009, 0.0001, 0.0001, 0.0262, 0.0169, 0.0057, 0.0010, 0.0019, 0.0013, 0.0023]}